Entry from OMol25: one molecule with the formula C3H4N2 in a non-equilibrium geometry (ωB97M-V/def2-TZVPD).

```
! RIJCOSX wB97M-V def2-TZVPD def2/J DEFGRID3
* xyz 0 1
N 0.8479 -0.2711 -0.3175
C -0.4057 -0.7976 -0.6193
C -1.2329 -0.1607 0.3118
N -0.5272 0.7301 1.0633
C 0.7153 0.6693 0.6128
H 1.6659 -0.6513 -0.7655
H -0.3026 -0.5433 -1.6652
H -2.2926 -0.3018 0.5178
H 1.5319 1.3265 0.8618
*
```

## Properties
HOMO in eV: -8.82
LUMO energy in Ha: 0.033

=====

Entry from OMol25: C3H4N2 as an isolated structure (ωB97M-V/def2-TZVPD).

```
! RIJCOSX wB97M-V def2-TZVPD def2/J DEFGRID3
* xyz 0 1
N 0.1775 0.6946 0.7990
C 0.9450 -0.0306 -0.0435
C 0.1159 -0.8120 -0.8043
C -1.2247 -0.6380 -0.3276
N -1.1335 0.3058 0.6983
H 0.4694 1.2992 1.5516
H 2.0235 0.0692 -0.0280
H 0.4233 -1.4734 -1.6031
H -1.7964 0.5851 -0.2424
*
```

## Properties
HOMO in eV: -8.74
LUMO energy in Ha: 0.031

=====

Entry from OMol25: one molecule with the formula C3H4N2 in a non-equilibrium geometry (ωB97M-V/def2-TZVPD).

```
! RIJCOSX wB97M-V def2-TZVPD def2/J DEFGRID3
* xyz 0 1
C 0.7710 -0.5454 -0.0578
C 0.4870 0.9283 -0.0252
C -1.3436 -0.1322 0.0309
N -0.5433 -1.1171 -0.0463
N -0.7714 1.1426 0.0479
H 1.3418 -0.8655 -0.9330
H 1.2090 1.7216 -0.0721
H -2.4030 -0.2473 0.1820
H 1.2526 -0.8851 0.8737
*
```

## Properties
HOMO in eV: -10.39
LUMO energy in Ha: 0.023

=====

Entry from OMol25: one molecule with the formula C3H4N2 in a non-equilibrium geometry (ωB97M-V/def2-TZVPD).

```
! RIJCOSX wB97M-V def2-TZVPD def2/J DEFGRID3
* xyz 0 1
C -2.2231 -0.2814 -1.0407
C 0.2895 0.4712 -0.4325
C -0.8276 -0.4331 -0.1598
N -3.2316 -0.1332 -1.5694
N -0.6015 0.5159 0.8205
H 1.3290 0.3556 -0.2588
H -0.1303 1.3072 -1.1085
H -0.7332 -1.5441 0.0589
H -0.2342 0.0077 1.6583
*
```

## Properties
HOMO in eV: -10.51
LUMO energy in Ha: 0.026

=====

Entry from OMol25: one molecule with the formula C3H4N2 in a non-equilibrium geometry (ωB97M-V/def2-TZVPD).

```
! RIJCOSX wB97M-V def2-TZVPD def2/J DEFGRID3
* xyz 0 1
N 2.7358 0.2546 -0.5332
C 1.6593 -0.0420 -0.2283
C 0.2751 0.3413 -0.0672
C -0.9765 -0.4135 -0.2553
N -0.6098 0.1091 1.0598
H 0.2702 1.3642 -0.4188
H -1.7474 0.1522 -0.7700
H -0.9968 -1.4868 -0.4155
H -0.2769 -0.6394 1.6624
*
```

## Properties
HOMO in eV: -10.25
LUMO energy in Ha: 0.022

=====

Entry from OMol25: one molecule with the formula C3H4N2O in a non-equilibrium geometry (ωB97M-V/def2-TZVPD).

```
! RIJCOSX wB97M-V def2-TZVPD def2/J DEFGRID3
* xyz 0 1
O 2.2353 0.0205 0.0691
C 0.8748 -0.0657 0.0563
N 0.2603 -1.2326 0.0879
N -1.0323 -0.9020 0.0881
C -1.2828 0.4264 0.0736
C -0.0030 1.0365 0.0535
H 2.5689 -0.2918 -0.7815
H -1.7075 -1.6492 0.1036
H -2.3619 0.6369 0.0353
H 0.4482 2.0209 0.2140
*
```

## Properties
HOMO in eV: -9.41
LUMO energy in Ha: 0.036

=====

Entry from OMol25: one molecule with the formula C3H4N2O (ωB97M-V/def2-TZVPD).

```
! RIJCOSX wB97M-V def2-TZVPD def2/J DEFGRID3
* xyz 0 1
O -0.9933 1.3536 0.0331
C -0.8250 -0.7266 0.7155
C -0.0140 0.5652 0.7306
C 1.1552 0.2520 -0.1859
N 1.0069 -0.8687 -0.7746
N -0.2203 -1.3758 -0.2477
H -1.8230 1.2002 0.5171
H 0.2685 1.0363 1.6784
H 2.0702 0.8173 -0.3362
H -0.5527 -2.2235 -0.6830
*
```

## Properties
HOMO in eV: -9.24
LUMO energy in Ha: 0.006

=====

Entry from OMol25: C3H4N2O as an isolated structure in a non-equilibrium geometry (ωB97M-V/def2-TZVPD).

```
! RIJCOSX wB97M-V def2-TZVPD def2/J DEFGRID3
* xyz 0 1
O 2.1565 -0.3386 -0.0232
C 0.8869 0.0761 -0.0966
C -0.2921 -0.7127 0.2410
N -1.3226 -0.2243 -0.6590
C -0.9170 1.0498 -0.1239
N 0.4537 1.2583 -0.4274
H 2.7070 0.4096 -0.3201
H -0.4307 -1.7122 0.6620
H -2.2516 -0.5083 -0.3199
H -0.9901 0.7023 1.0670
*
```

## Properties
HOMO (spin up / spin down) in eV: -8.53 / -8.55
LUMO energy (spin up / spin down) in Ha: -0.013 / -0.024

=====

Entry from OMol25: one molecule with the formula C3H4N2O in a non-equilibrium geometry (ωB97M-V/def2-TZVPD).

```
! RIJCOSX wB97M-V def2-TZVPD def2/J DEFGRID3
* xyz 0 1
C 1.6651 -0.0664 -0.0141
C 0.1656 0.0273 -0.0581
C -1.8972 0.4701 -0.0625
H 1.9383 -1.1634 -0.6039
H 1.9454 -0.1286 1.2190
H 2.1623 0.8546 -0.4879
H -2.8955 0.8823 0.1735
N -0.6583 1.1060 -0.0875
N -1.8960 -0.8586 0.0129
O -0.5297 -1.1232 -0.0915
*
```

## Properties
HOMO in eV: -10.38
LUMO energy in Ha: 0.030

=====

Entry from OMol25: one molecule with the formula C3H4N2O in a non-equilibrium geometry (ωB97M-V/def2-TZVPD).

```
! RIJCOSX wB97M-V def2-TZVPD def2/J DEFGRID3
* xyz 0 1
N -0.2011 0.1489 -0.8477
C -0.4500 1.4429 -0.4933
O -0.8282 1.7544 0.6133
C -0.1479 -0.8229 0.2317
C 1.1024 -1.0201 1.0349
N 1.9524 -1.3730 1.7402
H 0.1045 -0.0004 -1.8044
H -0.2358 2.1773 -1.2921
H -0.4043 -1.8148 -0.1344
H -0.8959 -0.5152 0.9706
*
```

## Properties
HOMO in eV: -10.64
LUMO energy in Ha: 0.019

=====

Entry from OMol25: one molecule with the formula C3H4N2O in a non-equilibrium geometry (ωB97M-V/def2-TZVPD).

```
! RIJCOSX wB97M-V def2-TZVPD def2/J DEFGRID3
* xyz 0 1
O -1.4675 1.5439 -0.8387
C -0.4957 0.6512 -0.5309
N 0.3221 0.0737 -1.3799
N 0.8029 -0.9640 -0.6514
C 0.2937 -1.0407 0.5954
C -0.5195 0.0474 0.7447
H -2.0967 1.1378 -0.2131
H 1.4613 -1.5916 -1.0746
H 0.5119 -1.8567 1.2649
H -0.9382 0.4843 1.6400
*
```

## Properties
HOMO in eV: -9.09
LUMO energy in Ha: 0.034

=====

Entry from OMol25: one molecule with the formula C3H4N2O (ωB97M-V/def2-TZVPD).

```
! RIJCOSX wB97M-V def2-TZVPD def2/J DEFGRID3
* xyz 0 1
O -1.1032 -0.9067 -0.6802
C -0.9501 0.6207 0.0921
C 0.3277 1.1028 -0.4565
N 1.2963 0.3086 -0.0671
N 0.9673 -0.7556 0.6728
C -0.4004 -0.6209 0.7344
H -2.0577 -0.9788 -0.5284
H 0.5420 2.0202 -0.9903
H 2.2861 0.4403 -0.2503
H -0.9080 -1.2307 1.4735
*
```

## Properties
HOMO in eV: -8.17
LUMO energy in Ha: -0.003

=====

Entry from OMol25: one molecule with the formula C3H4N2O (ωB97M-V/def2-TZVPD).

```
! RIJCOSX wB97M-V def2-TZVPD def2/J DEFGRID3
* xyz 0 1
N 1.8041 0.0056 -0.0364
C 0.5582 0.5315 0.2063
C -0.3547 1.4135 0.2891
N -0.7887 0.0382 0.7314
C -1.3882 -0.7858 -0.2398
O -0.7931 -1.2570 -1.1853
H 1.6994 -0.8371 -0.5945
H 2.2963 -0.2148 0.8242
H -0.8143 2.3874 0.2895
H -2.4313 -1.0597 -0.0065
*
```

## Properties
HOMO in eV: -8.83
LUMO energy in Ha: 0.032

=====

Entry from OMol25: one molecule with the formula C3H4N2O in a non-equilibrium geometry (ωB97M-V/def2-TZVPD).

```
! RIJCOSX wB97M-V def2-TZVPD def2/J DEFGRID3
* xyz 0 1
C -1.7272 -0.7761 -0.6869
C -0.8889 0.0257 0.1740
C 0.5891 -0.3469 -0.2114
N -2.4458 -1.3333 -1.3816
N 1.5665 0.6919 0.6206
O -1.2313 0.7929 1.0306
H 0.6691 -0.4903 -1.1928
H 0.6777 -1.3160 0.3575
H 1.9232 1.5396 0.1324
H 0.8677 1.2125 1.1578
*
```

## Properties
HOMO in eV: -10.34
LUMO energy in Ha: -0.024

=====

Entry from OMol25: one molecule with the formula C3H4N2O in a non-equilibrium geometry (ωB97M-V/def2-TZVPD).

```
! RIJCOSX wB97M-V def2-TZVPD def2/J DEFGRID3
* xyz 0 1
O -2.0305 0.1114 0.4556
C -0.7071 0.1111 0.1060
C 0.4458 0.8422 0.3574
C 1.5179 0.0074 -0.1701
N 1.0515 -1.0679 -0.7507
N -0.2960 -0.9777 -0.6558
H -2.4500 0.9603 0.6652
H 0.5794 1.8404 0.7687
H 2.6153 0.0628 -0.1288
H -0.7263 -1.8901 -0.6475
*
```

## Properties
HOMO in eV: -8.96
LUMO energy in Ha: 0.022

=====

Entry from OMol25: one molecule with the formula C3H4N2O in a non-equilibrium geometry (ωB97M-V/def2-TZVPD).

```
! RIJCOSX wB97M-V def2-TZVPD def2/J DEFGRID3
* xyz 0 1
C 0.4096 -0.8069 0.3390
C -0.8586 -0.0834 0.3010
C -0.5746 1.1181 -0.3059
H -0.4078 -2.5977 0.5681
H -1.7774 -0.4565 0.6979
H -0.9262 2.1498 -0.1480
H 1.4977 1.7368 -0.5460
N 0.5982 -2.1516 0.2796
N 0.7615 1.1319 -0.7753
O 1.2775 -0.0404 -0.4105
*
```

## Properties
HOMO in eV: -8.27
LUMO energy in Ha: 0.019

=====

Entry from OMol25: a 2-piece molecular cluster, C3H4N2O overall in a non-equilibrium geometry (ωB97M-V/def2-TZVPD).

```
! RIJCOSX wB97M-V def2-TZVPD def2/J DEFGRID3
* xyz 0 1
O -1.1674 2.4674 -1.2869
C -0.4022 1.7976 -0.5325
C 0.3783 1.2381 0.1736
N 1.2670 -1.5877 1.1315
N 0.2948 -1.9365 0.4901
C -0.7635 -2.0610 0.0354
H -1.2971 3.3534 -0.9380
H 1.0158 0.6785 0.7458
H 2.0512 -2.1844 0.9237
H -1.3994 -1.8159 -0.7493
*
```

## Properties
HOMO in eV: -8.82
LUMO energy in Ha: 0.020

=====

Entry from OMol25: one molecule with the formula C3H4N2O in a non-equilibrium geometry (ωB97M-V/def2-TZVPD).

```
! RIJCOSX wB97M-V def2-TZVPD def2/J DEFGRID3
* xyz 0 1
C -0.4495 -0.5279 1.3707
C 0.0630 -0.0914 0.1810
C 0.8421 0.6856 -1.6148
H -0.9154 -1.4983 1.4477
H -1.1972 0.2496 1.8174
H 0.5497 -0.3903 2.0125
H 1.4400 1.0739 -2.2966
N 1.1492 0.2300 -0.3782
N -0.4813 0.5146 -1.8232
O -1.0007 -0.2458 -0.7163
*
```

## Properties
HOMO in eV: -10.15
LUMO energy in Ha: 0.026

=====

Entry from OMol25: one molecule with the formula C3H4N2O in a non-equilibrium geometry (ωB97M-V/def2-TZVPD).

```
! RIJCOSX wB97M-V def2-TZVPD def2/J DEFGRID3
* xyz 0 1
C 0.1424 1.0338 0.5405
C -0.6596 -0.2816 0.5361
C -0.0836 -1.1189 -0.5449
H -1.7877 -0.2707 0.3202
H -0.8971 -0.9176 1.5115
H -0.6962 -1.9055 -1.1452
H 2.0037 1.1845 -0.7409
N 0.9222 -0.4851 -1.1639
N 1.3015 0.6822 -0.2685
O -0.2455 2.0789 0.9552
*
```

## Properties
HOMO in eV: -9.60
LUMO energy in Ha: 0.029

=====

Entry from OMol25: one molecule with the formula C3H4N2O (ωB97M-V/def2-TZVPD).

```
! RIJCOSX wB97M-V def2-TZVPD def2/J DEFGRID3
* xyz 0 1
O 2.1006 -0.7289 -0.7219
C 0.9660 -0.3588 -0.5260
C -0.3282 -1.1301 -0.6383
N -1.2828 -0.5843 0.0035
C -0.7456 0.6344 0.6005
N 0.5314 0.8576 -0.0524
H -0.5807 0.4238 1.6646
H -0.4279 -2.0776 -1.1613
H -1.4455 1.4659 0.5031
H 1.2127 1.4981 0.3282
*
```

## Properties
HOMO in eV: -9.93
LUMO energy in Ha: 0.017

=====

Computed relative energy (zero: lowest compared OMol25 entry of this formula, charge and spin) (kJ/mol) in order:
153.0 380.4 78.2 248.4 192.4 131.6 374.0 552.6 257.8 88.4 154.9 582.2 386.0 250.3 142.4 417.3 610.1 322.0 247.4 63.6